Molecular formula: C6H9N
Method: DFT, wB97M-V/def2-TZVPD

Cartesian coordinates (Å):
C  -2.57632  -0.42297  -0.26052
C  -1.17152  0.01123  0.03292
C  -0.71431  1.29409  0.19896
N  0.65621  1.25034  0.29752
C  1.09239  -0.04594  0.19312
C  2.54024  -0.39452  0.06256
C  -0.02204  -0.83455  0.05142
H  -3.24310  0.43980  -0.35600
H  -2.98439  -1.08719  0.51005
H  -2.60675  -0.97086  -1.21085
H  -1.25216  2.23230  0.24978
H  1.25083  2.05322  0.42510
H  3.17226  0.14570  0.77874
H  2.68161  -1.46881  0.21941
H  2.89400  -0.15920  -0.95062
H  -0.02027  -1.91363  -0.05262

As for the relative energy (zero: lowest compared OMol25 entry of this formula, charge and spin): 0.094 eV. Its frontier orbital gap is 8.88 eV. The calculation puts the calculated total energy at -288.7786 Eh. The HOMO energy comes out at -7.826 eV.